Record 1
DFT (wB97M-V/def2-TZVPD) results for the ion C7H8N with charge +1 in a non-equilibrium geometry.

Geometry as XYZ:
```
16
Properties=species:S:1:pos:R:3:forces:R:3:nbo_charge:R:1
C 2.236 1.663 0.240 1.6 1.1 0.0 -0.154
C 1.273 1.056 -0.022 -3.6 -2.7 -0.7 -0.076
C -0.041 0.494 -0.332 -0.5 2.1 0.4 -0.248
C -0.449 -0.737 0.424 0.3 1.5 -3.1 0.475
C 0.724 -1.578 0.885 -0.2 -1.0 1.6 -0.704
N -1.684 -1.193 0.393 -0.5 3.9 -2.2 -0.653
C -0.660 1.021 -1.719 0.5 -1.4 0.7 -0.137
C -0.972 1.869 -0.821 -0.8 -0.5 1.2 -0.053
H 3.011 2.324 0.133 1.7 1.0 0.4 0.244
H 1.306 -1.043 1.710 -0.7 -0.5 -1.3 0.296
H 1.473 -1.884 0.052 -1.6 0.8 1.2 0.303
H 0.253 -2.486 1.380 1.0 0.8 -0.7 0.240
H -1.887 -2.017 0.790 -0.6 -3.8 1.9 0.408
H -2.569 -0.790 -0.086 2.5 -0.1 1.0 0.450
H -0.549 0.489 -2.677 -0.3 1.0 0.4 0.291
H -1.463 2.813 -0.350 1.2 -2.1 -1.0 0.317
```
Forces are in eV/Å.

LUMO energy = -4.6 eV
Total energy = -325.830782 Ha
HOMO energy = -13.187 eV
HOMO-LUMO gap = 8.574 eV
Relative energy (zero: lowest compared OMol25 entry of this formula, charge and spin) = 49.91 kcal per mole
Charge = +1



Record 2
DFT (wB97M-V/def2-TZVPD) results for the molecule C7H8N2O2 in a non-equilibrium geometry.

Geometry as XYZ:
```
19
Properties=species:S:1:pos:R:3:forces:R:3:nbo_charge:R:1
O 0.873 3.472 1.335 0.0 3.6 0.0 -0.564
C 0.674 2.461 0.762 -3.2 -1.4 3.1 0.728
N -0.655 1.913 0.651 0.2 4.5 0.7 -0.463
C -0.790 0.713 0.430 -1.3 -3.1 -2.9 0.289
C 0.236 -0.139 0.048 6.0 -2.6 -2.2 -0.255
C 1.488 0.379 0.015 2.0 1.3 0.2 0.576
O 2.694 0.008 -0.650 -2.0 -3.7 1.7 -0.686
N 1.702 1.600 0.693 4.8 -1.2 -4.7 -0.601
C -0.073 -1.486 -0.655 -0.7 1.3 1.9 -0.429
C -1.479 -1.465 -0.069 -0.7 -7.6 1.5 -0.384
C -1.967 -0.128 -0.026 -4.6 1.4 -0.3 -0.465
H 2.792 -1.053 -0.567 -0.4 3.6 -0.4 0.502
H 2.644 2.144 0.289 -3.0 -2.0 1.8 0.433
H 0.074 -1.621 -1.699 -0.3 0.9 -1.3 0.216
H 0.459 -2.337 -0.260 0.4 -0.1 0.6 0.209
H -1.204 -2.021 0.958 -1.5 1.3 -1.6 0.192
H -2.298 -2.111 -0.656 2.0 0.8 1.5 0.209
H -2.191 -0.287 -1.198 0.1 2.8 2.0 0.249
H -2.981 -0.043 0.599 2.2 0.1 -1.6 0.244
```
Forces are in eV/Å.

LUMO energy = 0.1 eV
Total energy = -531.405557 Ha
HOMO energy = -8.970 eV
HOMO-LUMO gap = 9.093 eV
Relative energy (zero: lowest compared OMol25 entry of this formula, charge and spin) = 96.33 kcal per mole



Record 3
DFT (wB97M-V/def2-TZVPD) results for a structure of composition C7H8N2O4Tb in a non-equilibrium geometry.

Geometry as XYZ:
```
22
Properties=species:S:1:pos:R:3:forces:R:3:mulliken_charge:R:1
Tb 0.000 0.000 0.160 0.0 0.0 3.0 0.414
O -0.004 3.373 0.096 0.0 -3.1 -0.2 0.038
C -0.003 2.240 0.030 0.0 7.7 -0.3 0.356
C 0.003 -2.240 0.030 0.0 -7.7 -0.3 0.356
O 0.004 -3.373 0.097 0.0 3.1 -0.2 0.038
C 2.240 0.003 -0.026 7.5 0.0 -0.4 0.374
O 3.372 0.004 0.037 -3.0 0.0 -0.2 0.036
C -2.240 -0.003 -0.025 -7.5 0.0 -0.4 0.374
O -3.372 -0.004 0.039 3.0 0.0 -0.2 0.036
H -0.001 0.445 -1.999 0.0 -3.2 -1.1 0.260
H 0.000 -0.445 -1.999 0.0 3.2 -1.1 0.259
C 1.073 -0.689 5.401 1.7 -1.1 1.6 -0.740
N 0.000 0.000 4.751 0.0 0.0 -0.9 0.043
C -1.073 0.688 5.401 -1.7 1.1 1.6 -0.740
C 0.000 0.000 3.521 0.0 0.0 -6.4 0.456
N 0.000 0.000 2.274 0.0 0.0 5.3 -0.605
H 0.913 -0.586 6.472 0.1 -0.1 0.0 0.281
H 2.041 -0.253 5.156 -0.1 0.1 0.0 0.368
H 1.079 -1.751 5.155 -0.1 0.0 0.0 0.373
H -1.079 1.750 5.156 0.1 0.0 0.0 0.373
H -2.041 0.253 5.156 0.1 -0.1 0.0 0.368
H -0.913 0.586 6.472 -0.1 0.1 0.0 0.281
```
Forces are in eV/Å.

LUMO energy (spin up / spin down) = -14.7 / -14.4 eV
Total energy = -1505.144986 Ha
HOMO energy (spin up / spin down) = -21.185 / -21.234 eV
Expectation value of S² = 12.6433
HOMO-LUMO gap (spin up / spin down) = 6.522 / 6.862 eV
Multiplicity = 7
Charge = +3



Record 4
DFT (wB97M-V/def2-TZVPD) results for a structure of composition C7H8N2O5Pd in a non-equilibrium geometry.

Geometry as XYZ:
```
23
Properties=species:S:1:pos:R:3:forces:R:3:nbo_charge:R:1
Pd 0.250 0.250 -0.005 0.5 0.5 0.0 0.902
N 2.306 0.309 -0.016 -0.2 0.2 0.0 -0.772
C 2.655 1.700 0.351 0.0 0.3 0.0 -0.239
C 1.700 2.655 -0.361 0.3 0.0 0.0 -0.239
N 0.309 2.306 0.006 0.2 -0.2 0.0 -0.772
H 2.695 -0.378 0.620 0.0 0.0 0.1 0.419
H 2.625 0.071 -0.949 0.1 0.0 0.0 0.404
H 3.688 1.952 0.109 0.0 0.0 0.0 0.217
H 2.525 1.804 1.429 0.1 -0.1 0.0 0.213
H 1.804 2.525 -1.439 -0.1 0.1 0.0 0.213
H 1.952 3.688 -0.118 0.0 0.0 0.0 0.217
H -0.378 2.696 -0.630 0.0 0.0 -0.1 0.419
H 0.071 2.625 0.939 0.0 0.1 0.0 0.404
O -4.020 -4.020 0.019 -0.1 -0.1 0.0 -0.548
C -3.139 -3.140 0.013 0.6 0.6 0.0 0.131
C -1.667 -3.365 0.008 -1.3 -1.0 0.0 0.347
O -1.078 -4.435 0.010 0.4 0.5 0.0 -0.505
C -1.021 -1.999 0.001 1.1 -0.5 0.0 0.278
C -1.999 -1.021 0.001 -0.5 1.1 0.0 0.271
O -1.730 0.251 -0.004 0.1 -0.7 0.0 -0.601
C -3.365 -1.667 0.009 -1.0 -1.3 0.0 0.349
O -4.435 -1.078 0.011 0.5 0.4 0.0 -0.505
O 0.251 -1.730 -0.003 -0.7 0.1 0.0 -0.602
```
Forces are in eV/Å.

LUMO energy (spin up / spin down) = -0.8 / -1.9 eV
Total energy = -885.021424 Ha
HOMO energy (spin up / spin down) = -5.195 / -7.179 eV
Expectation value of S² = 2.0198
HOMO-LUMO gap (spin up / spin down) = 4.367 / 5.260 eV
Multiplicity = 3
Relative energy (zero: lowest compared OMol25 entry of this formula, charge and spin) = 44.42 kcal per mole